{
  "formula": "C31H41Cl4CsIN6O2SSbSi3",
  "method": "the ωB97M-V functional and the def2-TZVPD basis",
  "de_lowest_kcal_mol": 0.0,
  "total_charge": -2,
  "e_tot_ev": -145597.1466,
  "gap_ev": 5.1,
  "species": ["Cs", "Cl", "C", "C", "Cl", "C", "Cl", "C", "O", "C", "O", "C", "Cl", "S", "C", "N", "N", "C", "C", "C", "C", "C", "C", "N", "N", "C", "C", "C", "C", "C", "C", "H", "H", "H", "H", "H", "H", "H", "H", "H", "H", "H", "C", "Si", "C", "C", "Sb", "Si", "C", "C", "C", "Si", "C", "C", "C", "H", "H", "H", "H", "H", "H", "H", "H", "H", "H", "H", "H", "H", "H", "H", "H", "H", "H", "H", "H", "H", "H", "H", "H", "H", "H", "H", "I", "C", "C", "N", "N", "C", "H", "H", "H"],
  "positions_angstrom": [[-1.94988, -1.39057, 0.05365], [-3.17262, -6.87944, -3.49821], [-2.42375, -5.95343, -2.23141], [-2.43973, -6.39504, -0.92822], [-3.21680, -7.89914, -0.52462], [-1.82908, -5.62411, 0.06587], [-1.80499, -6.19931, 1.71351], [-1.18383, -4.38675, -0.16730], [-0.60568, -3.72688, 0.75446], [-1.18471, -3.91738, -1.56071], [-0.59117, -2.79747, -1.86096], [-1.79426, -4.73065, -2.51610], [-1.71054, -4.18085, -4.17491], [-3.02719, 1.33340, 1.68812], [-3.09010, 2.20806, 0.20364], [-2.73374, 3.42813, -0.01013], [-2.32181, 4.10025, 1.09695], [-1.74701, 5.33280, 0.99346], [-1.62090, 5.99526, -0.23716], [-1.02688, 7.24359, -0.28924], [-0.54306, 7.86809, 0.85528], [-0.66467, 7.20722, 2.07265], [-1.25492, 5.95986, 2.14940], [-3.40968, 1.44272, -0.98639], [-3.84716, 2.10745, -1.93371], [-4.04832, 1.31920, -3.11350], [-5.03400, 1.77027, -3.98320], [-5.30858, 1.06783, -5.14614], [-4.57990, -0.07211, -5.45677], [-3.57086, -0.50492, -4.60278], [-3.30275, 0.19062, -3.43522], [-2.36404, 3.59805, 1.98085], [-1.99039, 5.50458, -1.12583], [-0.93506, 7.73923, -1.24927], [-0.07613, 8.84329, 0.79997], [-0.28803, 7.66891, 2.97854], [-1.33655, 5.44668, 3.10097], [-5.57898, 2.66882, -3.72086], [-6.08944, 1.41345, -5.81337], [-4.78963, -0.62062, -6.36710], [-2.98754, -1.38745, -4.83592], [-2.50221, -0.15556, -2.79215], [0.50763, 0.20211, 5.49589], [1.74955, -0.86595, 4.57867], [3.47321, -0.21328, 4.95527], [1.61554, -2.61237, 5.24706], [1.09203, -0.86410, 2.13462], [1.77643, 1.46199, 1.37982], [1.30647, 1.57174, -0.42579], [0.75471, 2.67772, 2.36575], [3.59231, 1.92062, 1.56018], [2.82453, -2.41704, 1.10706], [2.58183, -2.38502, -0.74144], [4.60505, -1.94560, 1.51443], [2.50244, -4.12782, 1.77697], [0.61265, 0.07813, 6.57780], [-0.51192, -0.06934, 5.21324], [0.64084, 1.25805, 5.25625], [3.69408, -0.25833, 6.02603], [3.55148, 0.82696, 4.63445], [4.23389, -0.78408, 4.42035], [1.68363, -2.60185, 6.33880], [2.41195, -3.25295, 4.85852], [0.66343, -3.06409, 4.96140], [0.26678, 1.27051, -0.58488], [1.92837, 0.93005, -1.05459], [1.40386, 2.60027, -0.78245], [-0.29958, 2.39549, 2.31940], [0.85983, 3.69111, 1.96504], [1.05897, 2.68923, 3.41535], [4.23982, 1.15121, 1.12835], [3.86806, 2.04569, 2.60797], [3.78992, 2.86207, 1.03897], [2.79811, -1.40035, -1.16224], [1.54703, -2.64956, -0.99771], [3.25493, -3.10882, -1.20865], [4.80191, -0.88740, 1.31726], [5.29426, -2.54022, 0.90639], [4.82924, -2.14013, 2.56553], [1.43637, -4.35370, 1.67243], [2.78403, -4.21180, 2.83027], [3.08186, -4.86267, 1.20771], [3.14257, -1.83721, -7.20833], [1.86041, -1.45144, -5.63136], [1.28835, -2.37216, -4.77344], [0.54566, -1.66940, -3.91356], [0.58148, -0.35696, -4.15619], [1.37177, -0.20678, -5.21202], [1.35638, -3.44535, -4.71509], [-0.04652, -2.08460, -3.13564], [1.57094, 0.77132, -5.61998]],
  "lowdin_charge": [0.960, 0.585, -0.743, -0.739, 0.588, -0.613, 0.623, -0.541, -0.324, -0.490, -0.377, -0.595, 0.667, 0.366, -0.895, 0.022, -0.032, -0.261, -0.036, -0.118, -0.143, -0.126, -0.055, -0.025, 0.062, -0.250, -0.046, -0.107, -0.099, -0.068, -0.024, 0.045, 0.095, 0.092, 0.080, 0.090, 0.106, 0.103, 0.091, 0.095, 0.086, 0.074, -0.236, 0.246, -0.227, -0.234, 0.865, 0.259, -0.217, -0.230, -0.222, 0.280, -0.212, -0.227, -0.217, 0.023, 0.030, 0.009, 0.022, 0.008, 0.008, 0.023, 0.009, 0.034, 0.019, 0.019, 0.034, -0.013, 0.030, 0.013, 0.002, 0.009, 0.026, 0.020, 0.016, 0.033, -0.001, 0.023, 0.008, 0.015, 0.006, 0.032, 0.748, -0.797, -0.189, -0.021, 0.037, -0.245, 0.107, 0.065, 0.088]
}

{
  "formula": "C31H41F32InN2O8P",
  "method": "the ωB97M-V functional and the def2-TZVPD basis",
  "total_charge": -1,
  "e_tot_ev": -153594.2064,
  "gap_ev": 7.5,
  "species": ["C", "C", "C", "In", "C", "C", "O", "C", "C", "C", "C", "N", "C", "C", "O", "P", "N", "O", "O", "H", "H", "H", "H", "H", "H", "H", "H", "H", "H", "H", "H", "H", "H", "H", "H", "H", "H", "H", "H", "H", "H", "H", "H", "H", "C", "C", "C", "F", "F", "F", "F", "O", "C", "C", "F", "F", "F", "F", "H", "H", "H", "H", "C", "C", "C", "F", "F", "F", "F", "O", "C", "C", "F", "F", "F", "F", "H", "H", "H", "H", "C", "C", "C", "F", "F", "F", "F", "O", "C", "C", "F", "F", "F", "F", "H", "H", "H", "H", "C", "C", "C", "F", "F", "F", "F", "O", "C", "C", "F", "F", "F", "F", "H", "H", "H", "H"],
  "positions_angstrom": [[1.56317, -0.36170, 1.25672], [0.13184, -0.58603, 1.98455], [-0.29127, 0.68130, 2.86238], [-1.49990, 2.23616, 1.77053], [-0.26838, 4.15912, 1.79761], [1.23151, 3.95769, 1.35196], [1.64732, 3.15096, 0.49369], [-3.32939, 2.64953, 3.08613], [-4.66977, 2.95275, 2.23098], [-5.12573, 1.70920, 1.34759], [-6.27597, 0.80648, 1.99596], [-7.55709, 1.49844, 2.25608], [-7.69478, 2.02329, 3.59186], [-6.87990, 1.58163, 4.87328], [-8.58846, 2.89803, 3.77115], [-2.08101, 1.62437, -0.62818], [-0.82964, 1.61703, -1.63688], [-2.77175, 0.03382, -0.75016], [-3.20659, 2.77071, -1.22306], [2.33812, -1.07183, 1.71465], [1.42209, -0.61320, 0.14959], [1.97163, 0.68843, 1.41936], [0.30263, -1.44945, 2.72846], [-0.67777, -0.92272, 1.26753], [0.62933, 1.18329, 3.33225], [-0.90674, 0.29612, 3.75194], [-0.23415, 4.51945, 2.88980], [-0.75585, 4.99285, 1.19555], [2.02425, 4.65116, 1.82535], [-3.10086, 3.62832, 3.64738], [-3.48982, 1.79209, 3.81458], [-4.36743, 3.77789, 1.48876], [-5.47710, 3.40856, 2.88563], [-5.34719, 2.01090, 0.26466], [-4.21179, 1.01657, 1.26833], [-6.50326, 0.00430, 1.20212], [-5.83040, 0.24241, 2.87289], [-8.37896, 0.99571, 1.91722], [-6.09579, 2.37953, 5.12298], [-7.61278, 1.52256, 5.74186], [-6.40763, 0.54446, 4.78732], [0.00292, 1.84468, -1.07380], [-2.85837, -0.35827, 0.13910], [-2.97177, 2.91026, -2.16994], [-0.38011, -3.72615, -1.78645], [-0.52912, -3.96500, -0.26764], [0.75675, -3.88293, 0.55667], [1.65732, -4.81886, 0.19750], [0.49205, -4.09807, 1.87452], [-1.15893, -5.14987, -0.06706], [-1.37784, -3.00488, 0.19982], [-0.32564, -4.88997, -2.62495], [0.92985, -5.49578, -2.82894], [0.97334, -6.93502, -2.30615], [0.73903, -6.98669, -0.97842], [2.19657, -7.48271, -2.51068], [1.90221, -4.72373, -2.31545], [1.12633, -5.50205, -4.16741], [-1.29767, -3.22062, -2.09983], [0.41745, -3.01744, -2.02111], [1.22103, -2.89731, 0.46837], [0.22571, -7.55435, -2.80675], [-0.97285, -3.34107, 5.14516], [-1.72193, -4.66085, 4.86079], [-2.54449, -4.70419, 3.57212], [-3.53847, -3.79602, 3.56392], [-3.13773, -5.91892, 3.43565], [-2.48621, -4.97538, 5.93510], [-0.77431, -5.64047, 4.77454], [-1.58749, -2.42736, 6.06513], [-2.53136, -1.51588, 5.54991], [-3.92493, -1.70491, 6.16017], [-4.41629, -2.93616, 5.90764], [-4.79755, -0.81613, 5.62749], [-2.53646, -1.57329, 4.20837], [-2.07129, -0.28608, 5.86932], [-0.04335, -3.62780, 5.64455], [-0.64975, -2.84007, 4.22904], [-1.91295, -4.54031, 2.69440], [-3.90050, -1.56693, 7.24344], [3.55934, 0.09806, -5.26857], [2.80520, -1.22217, -5.54144], [2.09711, -1.32769, -6.89274], [1.13151, -0.40433, -7.04358], [1.48876, -2.53668, -7.01080], [1.94345, -1.45608, -4.52504], [3.73328, -2.22435, -5.48567], [2.88683, 1.07243, -4.46338], [2.00983, 1.97153, -5.10647], [0.57021, 1.83489, -4.60560], [0.08414, 0.59728, -4.83633], [-0.24989, 2.70389, -5.24952], [2.11972, 1.84138, -6.44346], [2.47013, 3.21164, -4.81493], [4.43409, -0.17424, -4.67194], [3.97442, 0.53833, -6.17859], [2.80678, -1.22954, -7.71893], [0.50912, 2.02837, -3.53074], [5.83357, 3.52255, -1.61923], [6.46921, 4.92262, -1.75944], [6.15840, 5.67663, -3.05277], [6.61570, 5.03680, -4.14595], [6.76319, 6.89333, -3.04358], [7.80705, 4.82213, -1.56653], [5.99615, 5.67526, -0.72371], [6.66952, 2.39555, -1.92208], [6.74563, 1.97674, -3.26460], [8.16480, 2.07889, -3.83197], [8.61697, 3.34958, -3.80759], [8.19319, 1.67634, -5.12624], [5.83815, 2.63921, -4.00100], [6.35321, 0.68201, -3.26945], [5.60828, 3.40234, -0.55617], [4.86236, 3.45387, -2.11506], [5.08330, 5.83922, -3.16650], [8.85936, 1.46063, -3.25885]],
  "lowdin_charge": [-0.122, -0.339, -0.288, 0.700, -0.245, -0.332, -0.071, -0.287, -0.288, -0.201, -0.215, 0.028, -0.440, -0.021, -0.019, 0.564, -0.247, -0.300, -0.294, 0.069, 0.067, 0.059, 0.072, 0.066, 0.047, 0.012, 0.042, 0.048, 0.109, 0.036, 0.022, 0.098, 0.086, 0.111, 0.064, 0.125, 0.100, 0.126, 0.099, 0.088, 0.051, -0.060, 0.011, 0.050, -0.027, -0.426, -0.289, 0.096, 0.075, 0.121, 0.097, 0.034, -0.514, -0.280, 0.096, 0.092, 0.142, 0.142, 0.154, 0.146, 0.146, 0.174, -0.037, -0.429, -0.295, 0.095, 0.089, 0.122, 0.103, 0.034, -0.513, -0.270, 0.098, 0.081, 0.138, 0.140, 0.150, 0.122, 0.154, 0.175, -0.048, -0.432, -0.304, 0.097, 0.087, 0.130, 0.099, 0.031, -0.501, -0.299, 0.090, 0.086, 0.129, 0.134, 0.131, 0.145, 0.171, 0.127, -0.031, -0.434, -0.299, 0.092, 0.087, 0.123, 0.105, 0.036, -0.510, -0.278, 0.098, 0.093, 0.139, 0.139, 0.152, 0.148, 0.176, 0.175]
}

no.,HOMO (eV)
1,-1.81
2,-5.48